Below is a structure of composition C43H51N8O4PtSSi, with properties calculated with ωB97M-V with the def2-TZVPD basis set.

**Multiplicity**: 5
**HOMO level (alpha / beta)**: -14.7391 / -15.3018 eV
**Molar mass**: 999.2 u
**E_LUMO (alpha / beta)**: -7.459 / -9.979 eV
**Energy relative to the best compared isomer or geometry (same formula, charge and spin)**: 3.0 kcal/mol
**Net charge**: +3
**Frontier orbital gap (alpha / beta)**: 7.28 / 5.32 eV

Atoms and positions in Å:
Pt 0.081 0.097 0.206
O 1.752 -0.309 7.022
C 0.408 -0.054 6.703
C 0.277 0.003 5.209
C -0.960 0.219 4.608
C -1.034 0.267 3.234
N 0.041 0.121 2.454
C 1.240 -0.098 3.013
C 1.386 -0.162 4.389
C 2.382 -0.274 2.077
C 3.677 -0.455 2.526
C 4.715 -0.610 1.617
C 6.127 -0.808 2.086
O 6.131 -0.836 3.490
C 4.408 -0.570 0.262
C 3.100 -0.388 -0.125
N 2.100 -0.247 0.758
H 1.861 -0.345 7.977
H 0.062 0.901 7.115
H -0.261 -0.836 7.080
H -1.858 0.345 5.200
H -1.980 0.419 2.730
H 2.344 -0.340 4.852
H 3.909 -0.477 3.579
H 6.738 0.011 1.690
H 6.507 -1.740 1.653
H 7.027 -0.974 3.814
H 5.176 -0.679 -0.494
H 2.830 -0.354 -1.170
C -0.818 4.337 -2.067
Si 0.856 3.504 -1.930
C 2.229 4.491 -2.685
C 1.180 3.109 -0.118
N 0.678 1.897 -2.616
C 0.340 1.461 -3.813
C 0.221 2.198 -5.032
C -0.108 1.548 -6.198
C -0.348 0.165 -6.208
C -0.249 -0.600 -5.037
C 0.092 0.048 -3.878
O -0.258 -2.185 -2.546
C 0.247 -3.113 -1.620
C 0.921 -4.223 -2.086
C 1.382 -5.159 -1.167
C 1.183 -4.976 0.196
C 0.508 -3.853 0.655
C 0.025 -2.929 -0.259
H -0.776 5.351 -1.661
H -1.590 3.804 -1.499
H -1.147 4.421 -3.106
H 2.404 5.408 -2.117
H 2.011 4.781 -3.714
H 3.159 3.920 -2.687
H 0.909 3.906 0.577
H 2.215 2.823 0.075
H 0.553 2.218 0.141
H 0.424 3.261 -5.028
H -0.171 2.101 -7.126
H -0.592 -0.326 -7.141
H -0.401 -1.671 -5.058
H 1.079 -4.350 -3.149
H 1.907 -6.036 -1.522
H 1.547 -5.712 0.899
H 0.339 -3.711 1.715
H -0.559 -2.069 0.089
C -3.149 1.561 -4.087
N -2.834 1.136 -2.728
C -3.011 -0.085 -2.288
S 0.470 -0.691 -2.336
N -3.398 -1.047 -3.096
C -3.567 -2.465 -2.757
H -2.976 2.630 -4.159
H -4.203 1.372 -4.301
H -2.512 1.053 -4.812
H -2.470 1.816 -2.081
H -3.503 -0.811 -4.073
H -2.603 -2.971 -2.748
H -4.204 -2.916 -3.512
H -4.060 -2.584 -1.797
C -6.421 2.876 -5.076
C -6.401 2.925 -3.573
C -7.210 2.071 -2.825
C -7.252 2.152 -1.442
C -6.483 3.100 -0.780
N -6.593 3.209 0.645
C -5.586 3.499 1.509
O -5.691 4.041 2.573
N -4.263 3.084 1.099
C -3.862 1.901 0.585
C -4.756 0.790 0.350
C -4.288 -0.316 -0.232
C -2.882 -0.365 -0.787
N -1.977 0.569 -0.125
C -2.486 1.657 0.428
C -5.672 3.962 -1.507
C -5.626 3.860 -2.891
H -7.374 3.250 -5.454
H -6.316 1.856 -5.451
H -5.634 3.493 -5.510
H -7.839 1.349 -3.333
H -7.900 1.495 -0.874
H -7.497 3.471 1.017
H -3.563 3.677 1.527
H -5.767 0.837 0.726
H -4.916 -1.188 -0.349
H -2.470 -1.370 -0.688
H -1.777 2.369 0.842
H -5.114 4.739 -0.999
H -5.020 4.562 -3.453

Atomic partial charges in e from the Mulliken method, atoms 1 to 5: Pt 1.524; O -0.489; C -0.591; C 0.172; C -1.104

Below is a structure of composition C18H23Br2NO2ReSSbSe4 at a distorted geometry, with properties calculated with ωB97M-V with the def2-TZVPD basis set.

**Multiplicity**: 2
**HOMO level (alpha / beta)**: -4.4215 / -4.3868 eV
**Molar mass**: 1101.1 u
**E_LUMO (alpha / beta)**: 1.649 / 1.445 eV
**Energy relative to the best compared isomer or geometry (same formula, charge and spin)**: 15.1 kcal/mol
**Net charge**: -1
**Frontier orbital gap (alpha / beta)**: 6.07 / 5.83 eV

Atoms and positions in Å:
Re 1.230 -0.765 0.247
Br 2.400 -4.592 -1.402
C 3.959 -3.675 -2.019
Br 3.631 -2.333 -3.387
H 4.628 -4.399 -2.469
H 4.400 -3.185 -1.154
Se 4.912 -4.443 1.547
Sb 3.615 -2.560 2.276
Se 1.138 -2.766 1.784
Se 3.632 -0.756 0.394
Se 4.070 -1.401 4.332
O 0.700 -1.693 -1.339
N 0.501 -1.001 -2.525
C 0.062 -1.766 -3.540
C -0.177 -1.210 -4.760
C 0.062 0.169 -4.922
C 0.522 0.911 -3.872
C 0.753 0.314 -2.614
S 1.340 1.129 -1.242
H -0.052 -2.810 -3.283
H -0.525 -1.828 -5.572
H -0.114 0.643 -5.878
H 0.720 1.969 -3.967
C 0.051 0.125 4.348
C 0.373 1.382 3.533
C 1.732 1.257 2.864
C -0.759 1.723 2.589
C -1.623 2.754 2.954
C -2.723 3.104 2.192
C -2.978 2.412 1.016
C -2.144 1.386 0.605
C -2.426 0.637 -0.685
C -3.614 -0.310 -0.516
C -2.633 1.586 -1.864
C -1.043 1.043 1.407
O -0.327 -0.013 0.974
H 0.873 -0.099 5.031
H -0.065 -0.739 3.688
H -0.869 0.258 4.919
H 0.440 2.227 4.227
H 1.868 0.269 2.410
H 2.531 1.290 3.602
H 1.901 2.029 2.111
H -1.415 3.290 3.873
H -3.372 3.909 2.510
H -3.834 2.677 0.408
H -1.547 0.026 -0.912
H -4.517 0.246 -0.259
H -3.424 -1.029 0.281
H -3.805 -0.862 -1.438
H -3.542 2.179 -1.751
H -2.720 1.021 -2.795
H -1.791 2.274 -1.958

Atomic partial charges in e from the Mulliken method, atoms 1 to 5: Re 0.372; Br -0.070; C -0.271; Br -0.147; H 0.369

Question: What is the multiplicity in the first record?
Answer: 5